## a
Computed, not measured: a cluster of 2 separate species, C3H10NOS in total, with wB97M-V/def2-TZVPD.

```
! wB97M-V def2-TZVPD RIJCOSX def2/J DEFGRID3
* xyz -1 1
H 0.54508 -2.99752 0.76869
C 0.75231 -0.04419 -1.03833
H -0.50150 -0.26434 1.13419
H 1.21133 0.37049 -1.94920
H -1.07301 0.89391 -1.65369
C -0.50504 0.79337 -0.71640
N -0.00697 2.22674 -0.47158
S 2.10377 0.00828 0.18546
H 1.09973 -1.94859 1.55796
H 0.46523 -1.08784 -1.21226
C -1.24527 0.14613 0.46240
H -1.75189 -0.76517 0.12041
H -0.60472 2.61757 0.24660
H 0.91182 1.95912 -0.09784
O 0.52349 -2.73805 1.70717
H -1.92436 0.83011 0.95641
*
```

The value obtained for the frontier orbital gap is 7.04 eV. The calculation puts the HOMO energy at -2.9732 eV.



## b
Computed, not measured: a cluster of 2 separate species, C3H10NOS in total, with wB97M-V/def2-TZVPD.

```
! wB97M-V def2-TZVPD RIJCOSX def2/J DEFGRID3
* xyz -1 1
H 1.71359 -0.72516 1.11135
H 0.06852 -2.47882 1.47202
O -2.67828 0.03001 -1.80236
N 0.18756 -2.12162 0.61680
H -1.98104 0.80713 -2.19488
H 0.37006 2.64280 0.51475
C 0.84444 -0.78781 0.55732
C -0.00552 0.50733 0.72280
H 1.87242 1.65476 0.48951
H 1.23949 -0.74061 -0.56613
C 0.82386 1.72326 0.15746
H -2.06657 -0.26861 -1.08584
H -0.58199 0.62609 1.62575
S 0.60387 1.46105 -1.68593
H 0.52024 -2.77926 -0.06846
H -0.93067 0.44946 0.13586
*
```

The value obtained for the frontier orbital gap is 6.64 eV. The calculation puts the HOMO energy at -2.6682 eV.



Pick a: it beats the second-best structure by 143.4 kJ/mol.



## a
Computed, not measured: a cluster of 2 separate species, C3H10NOS in total, with wB97M-V/def2-TZVPD.

```
! wB97M-V def2-TZVPD RIJCOSX def2/J DEFGRID3
* xyz -1 1
H -0.72609 0.50067 -0.96352
H -2.00157 0.42200 2.36554
H -0.86590 1.37659 0.58220
C -0.42748 0.51614 0.08521
H -0.49028 -0.35228 2.78183
H 0.64965 -1.66716 1.04211
O 0.29015 1.46049 -3.53043
H -0.05970 1.40746 -2.63028
H 1.24756 1.43856 -3.36770
C -1.06416 -0.73181 0.73216
H -1.95844 -1.30305 2.62448
N -0.25522 -1.95950 0.64817
C -1.38874 -0.47428 2.17822
H -2.00518 -0.95775 0.21075
S 1.38946 0.58500 0.25047
H 0.06839 -1.99154 -0.32521
*
```

The value obtained for the frontier orbital gap is 6.84 eV. The calculation puts the HOMO energy at -2.7917 eV.



## b
Computed, not measured: a cluster of 2 separate species, C3H10NOS in total, with wB97M-V/def2-TZVPD.

```
! wB97M-V def2-TZVPD RIJCOSX def2/J DEFGRID3
* xyz -1 1
H 1.73208 0.50086 -0.59660
H -0.71119 1.30111 -0.43210
N 1.73514 0.39547 0.44666
C 0.50781 -0.39368 0.58725
H 0.35082 -1.43627 0.29723
H 3.18703 -1.17154 0.42007
O -4.54283 0.59722 -2.06339
C 2.95429 -0.26534 1.00133
H -5.07270 0.87143 -1.39657
H 3.87638 0.36920 1.01652
H -0.54376 -0.04286 -1.44582
H 0.25225 -0.47988 1.70610
C -0.55215 0.26770 -0.37400
H -3.73767 0.43952 -1.52698
H 2.70557 -0.52073 2.02063
S -2.14106 -0.43220 0.33966
*
```

The value obtained for the frontier orbital gap is 6.22 eV. The calculation puts the HOMO energy at -2.5662 eV.



Pick a: it beats the second-best structure by 139.3 kJ/mol.



## a
Computed, not measured: a cluster of 2 separate species, C3H10NOS in total, with wB97M-V/def2-TZVPD.

```
! wB97M-V def2-TZVPD RIJCOSX def2/J DEFGRID3
* xyz -1 1
H -0.68292 3.64378 1.26210
S 0.63296 0.28746 0.59095
H 0.38684 -3.65085 -1.32115
H 0.41730 3.88145 -0.04166
H -0.04224 -2.64213 1.13602
H -0.00730 1.98732 -0.97488
C -0.17791 1.79013 0.11836
H -1.26078 1.55217 0.05401
O -0.07789 -1.61852 -1.50392
N -0.60415 -3.08219 0.39804
H 1.31144 -2.51913 -0.34913
H 1.04114 2.95090 1.30173
C 0.12682 3.15565 0.72192
H -0.10701 -0.73443 -0.98318
C 0.31426 -2.70201 -0.77857
H -1.27056 -2.29960 0.36937
*
```

The value obtained for the frontier orbital gap is 7.11 eV. The calculation puts the HOMO energy at -2.9229 eV.



## b
Computed, not measured: a cluster of 2 separate species, C3H10NOS in total, with wB97M-V/def2-TZVPD.

```
! wB97M-V def2-TZVPD RIJCOSX def2/J DEFGRID3
* xyz -1 1
H 0.12113 0.91806 -2.45141
H 1.10868 2.35250 -2.00787
H -0.46469 0.70583 -0.29334
H 0.21581 -1.22066 2.81921
O -1.43941 0.52378 -0.08034
C -0.52604 -0.71115 2.19257
N -0.57707 -1.45530 0.93830
H -1.52634 -0.70272 2.66161
H -0.23850 0.33437 1.96301
C 1.14658 1.23447 -2.11384
H 1.88369 0.91386 -2.88231
H -1.55493 -1.38000 -0.87251
H -2.56802 -0.98758 0.44659
H 0.27823 -1.30696 0.43739
C -1.59498 -0.87338 0.08939
S 1.50915 0.52941 -0.42216
*
```

The value obtained for the frontier orbital gap is 7.14 eV. The calculation puts the HOMO energy at -2.9813 eV.



## c
Computed, not measured: a cluster of 2 separate species, C3H10NOS in total, with wB97M-V/def2-TZVPD.

```
! wB97M-V def2-TZVPD RIJCOSX def2/J DEFGRID3
* xyz -1 1
H 1.90101 -0.83112 1.28507
H -1.41455 1.51375 -0.17302
H 1.50347 0.99509 -0.70396
H -1.65920 -1.50144 -1.53394
H 0.47758 -0.39134 -0.50824
H -0.29650 1.00428 1.49815
N 0.66322 0.87648 1.20394
H -0.86520 -2.80990 -1.71717
H 1.62595 -0.04932 2.83438
S -1.30991 0.56238 -2.38110
C 0.55779 0.66315 -0.26368
C 1.14519 -0.32833 1.89633
H 0.33949 -1.03997 2.08585
H -0.33242 2.42395 -1.18658
C -0.60797 1.40315 -0.89820
O -1.72796 -2.49080 -1.43783
*
```

The value obtained for the frontier orbital gap is 6.63 eV. The calculation puts the HOMO energy at -2.8182 eV.



Pick c: it beats the second-best structure by 28.1 kJ/mol.



## a
Computed, not measured: an isolated molecule of C2HBrN2O, with wB97M-V/def2-TZVPD.

```
! wB97M-V def2-TZVPD RIJCOSX def2/J DEFGRID3
* xyz 0 1
C 0.26902 0.39477 0.00512
N -0.53862 1.48778 0.03107
C 1.58684 0.57932 -0.02609
N 1.38799 2.63938 -0.02740
Br 3.19528 -0.22919 0.00476
H -0.26621 -0.53957 0.00051
O 0.14350 2.59875 0.01467
*
```

The value obtained for the frontier orbital gap (alpha / beta) is 8.79 / 8.79 eV. The calculation puts the HOMO energy (alpha / beta) at -9.2265 / -9.2262 eV.



## b
Computed, not measured: an isolated molecule of C2HBrN2O, with wB97M-V/def2-TZVPD.

```
! wB97M-V def2-TZVPD RIJCOSX def2/J DEFGRID3
* xyz 0 1
O 0.51484 0.06162 0.71034
N -1.11575 0.26435 -0.91257
C 1.10453 -0.91441 0.06446
N -1.49880 -0.12208 -1.90105
Br 2.63799 -1.35615 1.07042
H -1.02770 1.43407 0.77501
C -0.61510 0.63260 0.19339
*
```

The value obtained for the frontier orbital gap is 8.95 eV. The calculation puts the HOMO energy at -9.0013 eV.



Pick b: it beats the second-best structure by 186.0 kJ/mol.



## a
Computed, not measured: a structure of composition C4H12NO, with wB97M-V/def2-TZVPD.

```
! wB97M-V def2-TZVPD RIJCOSX def2/J DEFGRID3
* xyz 1 3
H 2.35613 1.42045 0.32721
H -0.60299 0.76682 -1.41839
C 1.19363 -0.91453 0.88505
H 2.03360 -0.65490 1.51151
H 2.05525 0.68536 -1.40319
H 0.20691 0.87523 0.84816
H 1.42771 -1.75277 0.17016
O -2.06486 0.40366 0.92726
N 0.75478 0.28804 0.17329
H -0.26705 -0.95137 -1.66113
H 0.42370 -1.30120 1.51324
H -2.97167 0.33036 1.14799
C -1.84909 -0.52927 -0.14120
C 1.69938 1.14718 -0.50273
C -0.67998 -0.14939 -0.99683
H -2.07574 -1.46914 0.37708
H 1.15024 2.14578 -0.85735
H -2.78993 -0.34032 -0.90015
*
```

The value obtained for the frontier orbital gap (alpha / beta) is 7.42 / 5.93 eV. Its expectation value of S² is 2.008. The calculation puts the HOMO energy (alpha / beta) at -10.2687 / -14.7642 eV.



## b
Computed, not measured: the ion C4H12NO with charge +1, with wB97M-V/def2-TZVPD.

```
! wB97M-V def2-TZVPD RIJCOSX def2/J DEFGRID3
* xyz 1 3
H 0.10490 -0.74091 -2.39822
H 0.98165 -1.63427 -1.07287
C 0.04881 -1.32082 -1.44669
C 0.82629 1.38814 -0.20207
H -1.64622 0.85423 1.63843
O -0.73213 -2.42178 -1.69803
H 0.70985 1.41018 -1.31234
H -1.21211 -1.38091 0.15485
H -0.31125 0.05051 2.58296
C 0.15082 0.19326 0.56590
H 0.49430 2.34281 0.19122
N -0.69367 -0.53819 -0.39574
C -0.58426 0.73884 1.83572
H -0.29343 -2.83508 -2.52194
H 0.97032 -0.57073 0.75155
H -1.28470 0.23093 -0.79712
H -0.23716 1.68545 2.08185
H 1.84970 1.46607 -0.06547
*
```

The value obtained for the frontier orbital gap (alpha / beta) is 4.82 / 7.42 eV. Its expectation value of S² is 2.004. The calculation puts the HOMO energy (alpha / beta) at -8.4927 / -16.9292 eV.



Pick a: it beats the second-best structure by 94.0 kJ/mol.



## a
Computed, not measured: a structure of composition C4H4ClF3, with wB97M-V/def2-TZVPD.

```
! wB97M-V def2-TZVPD RIJCOSX def2/J DEFGRID3
* xyz 0 1
Cl 2.50881 -1.11924 -0.10382
H -1.50040 0.51937 -0.53516
F 0.05170 1.86196 -0.79849
C -1.47186 -0.45824 -0.20268
C -0.16599 -1.05144 0.15470
H -0.16483 -2.23580 0.08834
C 0.79875 -0.21720 0.23963
F -2.49487 -0.28733 0.95478
F -1.86632 -1.30941 -1.19039
H 2.23781 1.51349 -0.30114
C 1.09508 1.23773 0.16254
H 0.97211 1.54609 1.53170
*
```

The value obtained for the frontier orbital gap is 10.41 eV. The calculation puts the HOMO energy at -10.8378 eV.



## b
Computed, not measured: an isolated molecule of C4H4ClF3, with wB97M-V/def2-TZVPD.

```
! wB97M-V def2-TZVPD RIJCOSX def2/J DEFGRID3
* xyz 0 1
F 1.81249 -1.14886 -0.58465
H 0.96467 1.77689 -1.88031
H 2.45183 0.61933 -0.68112
H -0.75454 2.03773 -1.44959
H -0.54624 -0.06666 1.47138
F -1.81640 1.28228 0.58277
C 0.18854 1.49573 -1.14795
F 2.03608 0.10145 1.26660
C 1.70160 0.05510 -0.09014
C -0.93062 0.25373 0.50307
C 0.31314 0.57106 -0.27482
Cl -1.64948 -1.21970 -0.16376
*
```

The value obtained for the frontier orbital gap is 11.80 eV. The calculation puts the HOMO energy at -10.9605 eV.



Pick b: it beats the second-best structure by 299.7 kJ/mol.